74
Properties=species:S:1:pos:R:3 method="wB97M-V/def2-TZVPD" charge=-1 s2=3.83 mol_weight_g_mol=733.6 spin_multiplicity=4 orbital_gap_ev="6.19 / 6.41" e_tot_ev=-124853.1138
Mn 0.266 -0.207 -0.172
C 0.922 4.145 0.276
C 0.315 2.832 -0.137
N 0.557 1.751 0.522
N 1.334 1.901 1.672
C 1.480 0.814 2.356
S 0.872 -0.752 2.036
S 2.446 0.935 3.852
C 3.416 2.444 3.573
C 4.629 2.188 2.719
C 4.571 2.307 1.332
C 5.674 1.998 0.549
C 6.852 1.572 1.142
C 6.925 1.460 2.524
C 5.819 1.764 3.303
C -0.587 2.832 -1.298
C -1.045 4.073 -1.776
C -1.884 4.198 -2.861
C -2.290 3.039 -3.528
C -1.862 1.809 -3.100
C -1.013 1.655 -1.973
O -0.690 0.441 -1.662
H 1.735 3.991 0.973
H 0.172 4.774 0.764
H 1.284 4.677 -0.604
H 3.708 2.784 4.568
H 2.758 3.192 3.135
H 3.643 2.602 0.863
H 5.599 2.065 -0.530
H 7.706 1.312 0.528
H 7.841 1.123 2.995
H 5.874 1.662 4.382
H -0.733 4.977 -1.271
H -2.216 5.175 -3.186
H -2.944 3.108 -4.390
H -2.161 0.899 -3.603
C 0.567 -4.203 -1.720
C -0.723 -4.692 -1.552
C -1.683 -3.894 -0.958
C -1.352 -2.606 -0.526
C -0.057 -2.102 -0.684
C 0.892 -2.924 -1.294
C -2.331 -1.723 0.139
C -3.696 -2.105 0.290
C -4.556 -1.285 0.937
C -4.079 -0.079 1.500
C -4.914 0.789 2.238
C -4.404 1.915 2.817
C -3.031 2.202 2.684
C -2.206 1.386 1.961
C -2.714 0.229 1.329
N -1.876 -0.576 0.600
H 1.324 -4.824 -2.187
H -0.977 -5.694 -1.877
H -2.680 -4.295 -0.827
H 1.900 -2.555 -1.433
H -4.036 -3.040 -0.126
H -5.602 -1.547 1.049
H -5.963 0.534 2.338
H -5.043 2.578 3.386
H -2.615 3.075 3.172
H -1.153 1.594 1.884
Cl 2.196 1.914 -2.943
C 3.435 0.840 -2.352
C 4.680 0.892 -2.939
C 5.704 0.065 -2.487
C 5.448 -0.792 -1.423
C 4.199 -0.836 -0.841
Cl 3.954 -1.897 0.514
C 3.087 -0.055 -1.288
N 1.873 -0.176 -0.798
H 4.842 1.588 -3.753
H 6.680 0.090 -2.953
H 6.225 -1.431 -1.022